1.
{"formula": "C3HNaO2", "method": "ωB97M-V/def2-TZVPD", "relative_energy_kcal_mol": 19.9, "e_tot_ev": -11635.32620, "orbital_gap_ev": 4.85, "e_lumo_ev": -1.51, "species": ["Na", "O", "O", "C", "C", "C", "H"], "positions_angstrom": [[-1.9974, 1.6455, 0.4332], [0.3632, 0.8585, 0.7392], [-1.0956, -2.0631, -0.6324], [-1.5622, -1.0159, -0.6202], [1.5137, 0.3411, 0.8940], [2.2368, -0.6201, 0.5655], [3.1639, -1.1341, 0.3874]], "forces_ev_per_angstrom": [[1.4, -0.6, 0.1], [-0.6, 1.6, 1.0], [-1.2, 2.8, 0.0], [1.3, -2.6, 0.2], [-1.9, -2.1, -2.4], [1.3, 0.6, 0.8], [-0.2, 0.3, 0.3]]}


2.
{"formula": "C11H12NO2S", "method": "ωB97M-V/def2-TZVPD", "smiles": "O=C([O-])[C@@H](CC/C=N/S)c1ccccc1", "relative_energy_kcal_mol": 26.1, "e_tot_ev": -28021.44226, "orbital_gap_ev": 6.35, "total_charge": -1, "e_lumo_ev": 2.63, "species": ["S", "O", "O", "N", "C", "C", "C", "C", "C", "C", "C", "C", "C", "C", "C", "H", "H", "H", "H", "H", "H", "H", "H", "H", "H", "H", "H"], "positions_angstrom": [[0.4344, 2.1110, -4.7978], [-3.5859, 1.4247, 0.7753], [-2.3177, 0.9566, 2.5654], [0.4932, 1.5020, -3.1441], [-0.7264, -0.6243, 0.6763], [0.1927, -3.0124, 1.6893], [0.2851, -0.6587, 1.6065], [0.6572, 1.8737, -0.8153], [0.7329, -1.8387, 2.1721], [-1.3367, 0.6565, 0.3358], [-1.4156, -1.8524, 0.3473], [-0.4284, 1.8610, 0.3192], [-2.6282, 1.0549, 1.4184], [0.1477, 2.2960, -2.2036], [-0.7695, -3.0621, 0.6485], [1.1310, 0.8685, -0.8619], [1.3993, 2.7257, -0.6527], [-1.2473, -4.0134, 0.5446], [1.3515, -1.8067, 3.0360], [0.7381, 1.0592, -5.4792], [-2.1357, -1.8068, -0.4939], [0.7541, -3.9117, 2.0454], [-1.9435, 0.4880, -0.5819], [-1.1773, 2.6703, 0.2019], [0.0459, 1.9973, 1.2556], [0.7543, 0.2181, 1.7732], [-0.2937, 3.3008, -2.1282]], "forces_ev_per_angstrom": [[-0.9, 1.7, 1.4], [-1.9, 0.7, -0.5], [0.3, -0.1, 3.2], [-0.1, 1.0, -1.0], [-1.7, -1.4, 0.6], [1.6, -1.4, -0.1], [-0.6, -2.2, -0.7], [-0.7, 0.7, 0.1], [-1.3, 0.2, -0.8], [-1.5, -0.4, -0.7], [2.2, 0.4, -1.8], [-0.9, 0.5, -1.9], [2.2, -0.6, -2.9], [1.2, -1.6, 1.4], [-0.7, 1.3, 2.6], [0.0, 0.9, -0.1], [-0.5, -1.2, 0.3], [-0.1, -0.5, -0.9], [0.9, -0.2, 0.3], [0.4, -1.5, -0.2], [0.0, -0.1, 1.0], [-1.1, 0.3, -0.3], [0.7, 0.7, 0.2], [0.8, 0.2, -0.1], [0.4, 0.2, 1.0], [1.4, 2.7, 1.1], [-0.1, -0.2, -1.1]]}


3.
{"formula": "C3HN4", "method": "ωB97M-V/def2-TZVPD", "smiles": "N#CC#[N+]NC#N", "relative_energy_kcal_mol": 12.2, "e_tot_ev": -9073.68993, "orbital_gap_ev": [8.58, 8.58], "total_charge": 1, "e_lumo_ev": [-7.82, -7.82], "species": ["N", "N", "N", "N", "C", "C", "C", "H"], "positions_angstrom": [[1.9259, 2.0521, -0.2728], [0.0570, -0.6210, 0.2749], [-3.5551, -0.2009, -0.0161], [1.3070, -0.3712, 0.1995], [-1.0755, -0.5609, -0.1769], [1.6366, 0.9868, 0.0172], [-2.4019, -0.2980, -0.1386], [2.1061, -0.9870, 0.1128]], "forces_ev_per_angstrom": [[0.2, 0.8, 0.0], [-5.3, -0.8, -3.2], [1.1, 0.1, -0.3], [1.4, 3.5, 0.1], [5.6, 0.3, 2.6], [-0.5, -2.2, 0.0], [-2.0, -0.4, 0.4], [-0.6, -1.2, 0.4]]}


4.
{"formula": "C30H25ClO4S2", "method": "ωB97M-V/def2-TZVPD", "relative_energy_kcal_mol": 3.0, "e_tot_ev": -73894.07403, "orbital_gap_ev": 3.13, "e_lumo_ev": -2.91, "species": ["Cl", "S", "S", "O", "O", "O", "O", "C", "C", "C", "C", "C", "C", "C", "C", "C", "C", "C", "C", "C", "C", "C", "C", "C", "C", "C", "C", "C", "C", "C", "C", "C", "C", "C", "C", "C", "C", "H", "H", "H", "H", "H", "H", "H", "H", "H", "H", "H", "H", "H", "H", "H", "H", "H", "H", "H", "H", "H", "H", "H", "H", "H"], "positions_angstrom": [[-3.7059, -2.0863, -0.6297], [3.2184, -3.0014, 3.3555], [5.7524, -4.5556, 3.9260], [2.6780, -2.3411, 2.1798], [5.7896, -3.5929, 5.0093], [2.3240, -3.7835, 4.1872], [6.9868, -4.8907, 3.2535], [5.6888, -7.3151, 4.3521], [-1.0402, -1.8628, -0.9711], [0.2390, -1.4990, -0.5574], [2.9749, -5.0501, 1.0533], [3.8589, -1.7223, 4.4298], [0.4679, -0.9268, 0.7265], [-1.9197, -1.2343, 1.2056], [5.2957, -5.7538, 1.1223], [-0.6426, -0.8632, 1.6123], [3.0697, 1.3198, 1.9933], [4.4406, -8.3495, 6.1517], [1.7149, -0.2910, 1.0520], [4.9737, -6.8997, 0.4060], [3.3628, -1.6239, 5.7338], [-2.1248, -1.7175, -0.0941], [5.3131, -8.4555, 5.0648], [4.8484, -0.8533, 3.9807], [5.1693, -6.0678, 4.7183], [4.2649, -5.9652, 5.7774], [1.9358, 0.5501, 2.1661], [5.3877, 0.0937, 4.8540], [3.8975, -7.1072, 6.4899], [3.9301, -0.7064, 6.6168], [4.2717, -4.8873, 1.6236], [4.9430, 0.1550, 6.1803], [3.6376, -7.1578, 0.0602], [4.5116, -4.0286, 2.7428], [2.8375, -0.1079, 0.0699], [3.7271, 1.0397, 0.6779], [2.6552, -6.1956, 0.3327], [3.7492, 1.9081, 0.0041], [3.1961, -7.0077, 7.3190], [2.5726, -2.2988, 6.0516], [-1.2125, -2.2351, -1.9753], [3.4291, -1.0313, 0.0068], [2.2135, -4.2966, 1.2283], [1.6335, -6.3333, -0.0191], [5.7215, -9.4255, 4.7746], [4.1850, -9.2305, 6.7401], [2.4962, 0.1419, -0.9433], [6.3959, -7.3805, 3.5252], [3.3729, -8.0837, -0.4498], [3.8598, -4.9919, 6.0512], [5.7637, -7.5945, 0.1188], [3.5894, -0.6925, 7.6547], [-2.7704, -1.1341, 1.8725], [3.4748, 2.0195, 2.7215], [1.0858, -1.6393, -1.2319], [-0.4922, -0.5030, 2.6318], [6.3381, -5.5230, 1.3292], [4.7603, 0.6892, 0.7977], [6.1759, 0.7612, 4.4991], [1.2871, 0.5517, 3.0415], [5.4047, 0.8577, 6.8793], [5.1923, -0.9301, 2.9502]], "forces_ev_per_angstrom": [[-0.1, -0.1, 0.0], [1.6, -2.1, 0.3], [-1.3, 0.3, -0.4], [-0.7, 0.8, -0.5], [0.0, 0.1, -0.2], [-0.5, 0.6, -0.1], [-0.2, 0.1, 0.2], [-0.1, 0.2, 0.0], [0.3, 0.1, 0.3], [0.0, 0.2, 0.3], [0.3, -0.3, 0.1], [0.1, 0.3, 0.3], [-0.8, -0.5, -0.2], [0.3, 0.0, -0.1], [-0.3, 0.2, 0.1], [0.1, 0.0, -0.2], [-0.8, -1.1, -0.3], [0.0, 0.1, -0.2], [0.0, 0.5, -0.9], [-0.7, 0.3, -0.1], [0.3, -0.1, -0.3], [0.9, 0.4, 0.2], [0.0, 0.1, 0.1], [-0.1, 0.2, 0.1], [0.2, -0.4, 0.0], [0.0, -0.1, 0.0], [0.8, 0.7, 0.6], [-0.2, -0.1, 0.0], [0.2, 0.1, -0.2], [0.1, 0.1, -0.2], [-0.5, -1.0, -1.0], [0.0, -0.2, -0.1], [0.1, 0.0, -0.1], [1.5, 1.3, 1.9], [0.5, 0.5, 0.3], [-0.5, -0.9, -0.2], [0.7, 0.0, -0.2], [0.0, -0.1, 0.3], [0.2, -0.1, -0.2], [0.2, 0.0, -0.1], [0.1, 0.0, 0.2], [-0.2, 0.0, 0.1], [0.1, -0.3, 0.2], [0.2, 0.0, 0.1], [-0.1, 0.3, 0.1], [0.0, 0.2, -0.2], [-0.1, -0.1, 0.3], [-0.2, 0.1, 0.2], [0.1, 0.2, 0.1], [0.1, -0.2, -0.1], [-0.2, 0.2, 0.0], [0.1, 0.1, -0.3], [0.2, -0.1, 0.0], [-0.2, -0.1, -0.1], [-0.3, 0.1, 0.1], [-0.2, -0.1, -0.4], [-0.4, -0.2, 0.1], [-0.1, 0.3, 0.1], [-0.2, -0.2, 0.2], [0.4, 0.1, -0.2], [-0.2, -0.2, -0.3], [0.1, -0.1, 0.2]]}